{"formula": "C48H67N5O14", "method": "the ωB97M-V functional and the def2-TZVPD basis", "elements": ["O", "O", "O", "O", "O", "O", "O", "O", "O", "O", "O", "O", "O", "O", "N", "N", "N", "N", "N", "C", "C", "C", "C", "C", "C", "C", "C", "C", "C", "C", "C", "C", "C", "C", "C", "C", "C", "C", "C", "C", "C", "C", "C", "C", "C", "C", "C", "C", "C", "C", "C", "C", "C", "C", "C", "C", "C", "C", "C", "C", "C", "C", "C", "C", "C", "C", "C", "H", "H", "H", "H", "H", "H", "H", "H", "H", "H", "H", "H", "H", "H", "H", "H", "H", "H", "H", "H", "H", "H", "H", "H", "H", "H", "H", "H", "H", "H", "H", "H", "H", "H", "H", "H", "H", "H", "H", "H", "H", "H", "H", "H", "H", "H", "H", "H", "H", "H", "H", "H", "H", "H", "H", "H", "H", "H", "H", "H", "H", "H", "H", "H", "H", "H", "H"], "coordinates": [[-1.03572, 1.49883, 1.76118], [2.18065, 0.62962, 5.86865], [3.05021, 0.76432, -3.46598], [-3.56954, -1.42860, -5.54842], [-1.55312, -0.74711, 1.66375], [0.97278, -2.26318, -1.20692], [-1.56549, -0.56430, -5.18053], [2.80768, 0.20468, 8.05720], [4.87553, 0.57703, 4.50221], [1.70574, -0.16900, -0.76951], [-0.48628, -4.34784, -3.71619], [1.47485, -3.61396, -4.44793], [2.17192, 2.73057, -4.20139], [3.78796, -0.87202, 3.19086], [-2.97275, 1.59345, -2.98832], [-0.92169, 6.68700, 2.98754], [-3.58340, -2.55632, 0.17046], [1.16146, -3.73090, 1.24123], [2.78013, 5.12421, -0.16008], [1.42994, -5.57354, 2.38154], [2.47027, -0.60871, -5.29756], [-2.65975, 5.80939, 4.08757], [1.33988, -5.31871, -2.66252], [-2.24265, -1.38861, -5.71156], [3.06198, -2.13593, 3.37123], [2.48356, 0.96045, 7.16957], [2.34691, 2.47685, 7.31511], [-4.34118, -2.31625, -1.92629], [1.66655, 4.53568, 1.65648], [-4.71061, -2.36043, -0.59976], [-1.88941, 0.40823, 1.79381], [4.38983, -1.69118, 5.26385], [1.83356, 3.01739, 6.01391], [-0.10535, 1.21857, -1.66930], [0.08796, -5.83583, -2.04891], [0.84776, -1.04167, -1.25388], [-0.32930, -0.34944, -1.92960], [-3.10834, -2.85290, -7.32803], [-2.58366, 2.83777, -3.42260], [1.10685, 1.18772, -0.71371], [1.57065, 0.58133, -5.30355], [-3.29937, 0.89766, 2.00243], [-2.91911, -2.49958, -1.96594], [-2.23554, 6.27247, 2.86704], [-1.06883, -5.33726, -2.87366], [-3.24284, 2.95556, -1.27721], [1.85466, 1.74425, 5.10593], [2.33323, -4.25525, 0.82903], [-2.45134, -2.60597, -0.65987], [-1.80561, -2.44177, -6.63833], [2.95669, -0.59946, -3.83341], [0.51691, -4.60677, 2.13223], [-1.57890, 5.91139, 4.96177], [0.85360, -4.35030, -3.71435], [-3.17892, 2.40868, 2.43397], [3.13282, -2.47036, 4.81162], [4.39356, -0.53077, 4.30144], [-4.04399, -2.59197, -6.16662], [-2.82242, 3.69204, -2.38010], [3.53944, 4.25941, 0.54656], [-3.40257, 1.63906, -1.70057], [-1.68560, 2.65958, 2.22317], [1.53811, 5.33962, 0.51077], [2.89280, 3.81745, 1.66262], [2.24448, 1.51649, -4.32331], [-0.51503, 6.45403, 4.26449], [2.58087, -5.39647, 1.56610], [-1.28291, -3.33042, -6.13114], [1.99572, -4.85349, -1.91095], [0.61567, -3.20279, 0.66002], [-3.27097, -2.31234, -8.25432], [0.98682, 4.58455, 2.49985], [0.84273, 1.23508, 0.36537], [3.39052, -0.41184, -5.85188], [4.38845, 3.80305, 0.02397], [-1.06988, -2.05724, -7.34116], [-3.02946, -3.93449, -7.69454], [-3.96992, -3.36182, -5.37630], [0.77966, 6.03772, 0.17990], [2.89479, -3.69520, 0.05073], [-1.53216, 5.59063, 5.99135], [-1.54439, -6.03350, -3.50178], [-3.41854, 2.54282, 3.53355], [-1.57890, 3.45879, 1.49471], [-4.88840, -2.25935, -2.87742], [2.06939, -1.92932, 3.01218], [0.43049, 6.79347, 4.67886], [-3.55208, 0.75636, -1.10927], [1.33418, -6.28132, 3.19969], [-3.66225, 3.33528, -0.39032], [-5.69314, -2.35419, -0.10911], [-2.07146, 3.14265, -4.32358], [-2.33141, -2.51090, -2.92313], [-1.49774, -2.83828, -0.21086], [-0.27315, -0.50387, -3.02888], [2.05473, -1.52735, -5.68276], [-5.11439, -2.49821, -6.39747], [0.56531, 0.23561, -4.94099], [-0.47931, 7.16587, 2.28050], [-2.82139, 0.72561, -3.55106], [0.85471, 1.58847, 4.62913], [3.29832, 2.90184, 7.73731], [0.06254, -5.35146, -1.07956], [3.08568, 5.39367, -1.07209], [2.56070, 1.83407, 4.25170], [0.03878, -6.90101, -1.82790], [3.42549, -6.03994, 1.51759], [-3.51322, -2.63003, 1.19987], [4.34168, -1.52710, 6.33683], [-1.31823, -0.65070, -1.70207], [3.90080, -1.18914, -3.57717], [2.13679, -1.01731, -3.28385], [2.06825, -6.11239, -3.11243], [3.49670, -2.83393, 2.70918], [5.36386, -2.20499, 5.12666], [-2.75900, 6.34779, 1.87978], [-3.80897, 3.00167, 1.82776], [-1.14370, 3.02680, 3.07081], [-3.87299, 0.65758, 1.10892], [0.11066, 1.76790, -2.63557], [-3.68697, 5.52565, 4.25939], [3.21876, 3.07428, 2.40427], [2.27396, -2.12135, 5.35335], [-0.39714, -4.32178, 2.63399], [1.87811, 1.97289, -0.93984], [3.27760, -3.53942, 4.98047], [1.56041, 2.60682, 8.03133], [-1.81398, -4.78035, -2.33052], [-3.75148, 0.26944, 2.77214], [-2.45120, 4.70205, -2.32250], [1.49595, 1.20969, -6.18976], [2.45522, 3.72582, 5.48743], [-0.99973, 1.72546, -1.19908], [0.81153, 3.41912, 5.96131]], "atomic_forces_ev_per_a": [[-0.487, -2.163, -0.033], [0.393, -1.255, 1.860], [-0.302, 1.271, -0.955], [-0.050, 1.128, 0.349], [0.269, 1.303, -0.008], [0.352, 1.181, 0.156], [0.353, 0.880, 0.724], [-0.533, 0.376, -1.660], [-0.447, -1.253, -0.629], [0.082, 0.309, -0.262], [-0.097, 0.599, -1.087], [-0.306, -0.690, 0.496], [0.023, -2.192, -0.343], [-0.662, -0.280, -0.629], [0.671, -1.467, -1.773], [-2.107, -1.450, 1.422], [1.039, 0.074, -0.388], [-0.845, -2.149, 1.585], [-1.604, 0.406, 0.796], [0.145, -1.205, 1.225], [2.194, 0.099, -0.193], [-0.805, 0.056, -1.167], [2.595, -1.361, -1.130], [0.302, 0.261, 0.290], [-0.416, 1.324, -0.788], [0.489, 0.380, 0.240], [0.435, 0.219, 0.807], [0.830, -0.353, -0.363], [-0.946, 1.002, -0.055], [-0.529, -0.270, 0.532], [0.345, 0.129, -0.141], [-0.090, -0.877, 0.256], [0.044, -0.799, -1.989], [-0.176, -0.618, -0.231], [-0.470, -0.673, 1.848], [-1.472, -0.910, -0.522], [1.122, 2.605, -1.252], [0.952, -2.322, -0.395], [-0.182, 0.355, 0.766], [0.346, 0.447, 0.749], [-0.789, 0.793, 0.433], [-0.159, 0.333, 0.989], [0.567, 0.202, -0.229], [-0.174, 0.399, -1.266], [0.564, 1.279, 0.270], [-1.309, -1.408, -0.495], [-0.970, 1.119, -2.000], [1.156, 0.162, -0.543], [-1.756, -0.507, 0.031], [1.205, -1.888, -1.000], [-0.131, -1.701, -0.108], [1.236, 1.417, -0.362], [1.073, -0.013, 0.514], [0.755, 0.902, -0.168], [0.467, -2.319, 1.589], [1.579, -0.725, 0.712], [1.122, 1.957, 2.014], [-1.591, -1.567, -0.027], [1.248, 0.781, -0.044], [0.974, -1.533, -1.054], [0.779, 0.921, 0.289], [-0.315, 1.660, -0.779], [2.455, -1.449, 0.605], [-0.456, 0.429, 0.305], [0.463, 1.136, 1.713], [0.044, 0.246, 0.873], [-0.722, 0.768, -0.390], [-0.894, 1.402, -0.274], [-0.410, 0.319, -0.446], [-1.094, 2.173, -1.748], [-0.388, 0.612, 0.233], [-0.187, -0.211, -0.249], [-0.079, 0.474, -0.883], [-0.116, 0.118, -0.546], [-0.110, 0.477, 0.547], [0.107, 0.181, 0.140], [-0.459, 1.295, 0.882], [-0.004, -0.232, -0.619], [0.284, -0.191, -0.013], [-0.407, -0.736, 0.742], [-0.070, 0.159, -0.003], [-0.510, -1.210, -0.733], [-0.020, -0.182, -1.392], [0.273, -0.105, -0.445], [-0.231, 0.173, 1.002], [-0.443, -0.011, -0.099], [-0.130, -0.226, -0.452], [-0.446, -0.308, -0.225], [-0.008, -0.149, -0.381], [-0.003, 0.406, 1.091], [0.580, 0.148, -0.443], [-0.288, -0.813, -0.249], [-0.468, -0.011, 1.354], [0.034, 0.297, -0.303], [0.244, -0.258, 0.602], [-0.214, -0.267, 0.395], [0.418, 0.283, -0.076], [0.689, 0.823, -0.319], [1.454, 1.013, -1.454], [-0.242, 1.118, 0.781], [0.628, -0.098, 0.473], [-0.962, -0.384, -0.572], [-0.407, -0.007, 0.388], [-0.399, 0.364, -0.323], [-0.146, -0.140, 0.740], [0.145, -0.046, -0.295], [0.499, -0.198, -0.003], [-0.270, 0.241, -1.289], [0.017, 0.892, -0.114], [-0.570, -0.619, 0.844], [-1.205, 1.115, -0.559], [-0.189, -0.562, 0.730], [-1.552, 1.246, 0.345], [0.623, -0.880, -0.541], [-0.614, -0.136, -0.283], [0.575, -0.023, 1.255], [-0.490, 0.858, -0.429], [0.060, -0.028, 0.872], [0.015, 0.448, -0.204], [-0.084, -0.665, 1.192], [0.171, -0.276, 0.247], [-0.078, 0.581, -0.588], [-0.352, 0.165, 0.286], [0.058, -0.137, -0.196], [-0.515, -1.110, 0.138], [-0.306, 0.043, -0.061], [-0.142, 0.115, 0.917], [-0.342, -0.255, 0.534], [0.062, 0.081, 0.089], [-0.363, 0.236, -0.254], [-0.323, -0.584, -0.378], [0.370, 0.441, 0.348], [1.111, -0.672, -0.431], [0.341, -0.075, 0.720]], "homo_lumo_gap_ev": 8.687, "mol_weight_g_mol": 938.085, "relative_energy_ev": 0.0000, "largest_force_ev_per_a": 3.1}